(1)
Density functional theory data (ωB97M-V/def2-TZVPD) for a single C7H11NO2S molecule at a distorted geometry.

orbital gap (spin up / spin down)	7.7 / 7.7	eV
charge	0
spin multiplicity	1
energy above the lowest of the compared OMol25 structures with the same formula, charge and spin	2.4617	eV
total energy	-23854.4561	eV

Element x y z (Å)
C1 1.057 0.139 -0.588
C2 -0.133 -0.032 -0.002
C3 -2.184 0.755 0.961
C4 -1.257 1.502 -1.415
C5 2.209 -0.784 -0.327
C6 -0.330 -1.183 0.970
C7 1.976 -1.518 0.989
N1 -1.225 0.848 -0.178
O1 -1.007 2.717 -3.619
O2 0.705 -2.127 0.962
S1 -1.540 2.997 -2.279
H1 1.240 0.955 -1.267
H2 -1.673 0.996 1.890
H3 -2.639 -0.227 0.997
H4 -0.726 0.888 -2.141
H5 2.287 -1.521 -1.133
H6 3.141 -0.219 -0.294
H7 -0.443 -0.789 1.994
H8 -1.226 -1.757 0.709
H9 2.694 -2.325 1.145
H10 2.041 -0.812 1.833
H11 -2.966 1.498 0.794

Atomic forces in eV per Å
-0.15 -0.09 0.02
0.76 -0.06 -0.05
-0.16 1.71 -1.38
-0.14 0.74 -0.01
-0.16 -0.32 0.24
-0.24 -0.11 0.13
0.39 0.14 -0.18
-0.26 -0.10 -0.17
0.13 0.22 -0.90
-0.06 -0.05 -0.13
-0.09 -2.29 2.54
-0.11 0.23 -0.04
-0.05 -0.04 0.04
-0.03 -0.09 0.03
0.03 0.10 -0.11
0.14 0.03 0.00
0.04 0.00 0.00
-0.09 -0.09 -0.15
0.03 0.18 0.09
-0.01 0.11 0.00
0.01 -0.09 -0.07
0.02 -0.13 0.09

The molecule's natural (NBO) atomic charges, reported in e, are given here: C -0.24; C 0.15; C -0.40; C -0.24; C -0.46; C -0.11; C -0.06; N -0.42; O -0.94; O -0.52; S 1.00; H 0.22; H 0.21; H 0.21; H 0.22; H 0.22; H 0.22; H 0.17; H 0.20; H 0.20; H 0.16; H 0.22

---

(2)
Density functional theory data (ωB97M-V/def2-TZVPD) for a molecular structure, C7H11NO2S at a distorted geometry.

orbital gap (spin up / spin down)	5.0 / 6.6	eV
charge	0
spin multiplicity	3
energy above the lowest of the compared OMol25 structures with the same formula, charge and spin	5.2373	eV
total energy	-23850.2050	eV

Element x y z (Å)
C1 -1.121 -1.657 0.124
C2 -0.392 -0.557 0.326
C3 -2.274 0.473 0.192
C4 -3.227 1.565 -0.052
C5 1.761 -0.310 1.736
C6 1.935 0.670 -1.765
C7 1.634 -0.339 0.275
N1 -1.075 0.632 0.373
O1 2.074 -1.514 -0.409
O2 1.891 0.810 -0.398
S1 -2.748 -1.204 -0.099
H1 -0.743 -2.708 -0.093
H2 -3.137 2.404 0.681
H3 -3.025 2.077 -1.010
H4 -4.191 1.161 0.062
H5 2.695 0.189 1.966
H6 0.856 0.304 2.109
H7 1.609 -1.380 2.077
H8 1.723 1.733 -2.081
H9 1.113 -0.156 -1.963
H10 2.748 0.133 -2.254
H11 1.895 -2.325 0.202

Atomic forces in eV per Å
-2.83 -7.05 -1.07
5.96 7.97 0.32
-5.25 0.95 -0.53
0.87 1.36 0.58
-1.46 0.30 0.84
-3.10 -0.92 -1.95
-4.24 -1.69 -1.60
7.93 -1.14 1.17
-0.19 -0.65 2.22
1.43 -1.38 2.66
-1.47 -2.04 -0.77
-0.70 1.70 0.38
0.17 -0.80 -0.21
-0.43 -0.49 -0.06
-1.59 -0.08 -0.42
0.35 -0.31 0.71
1.73 -0.82 -0.29
0.57 1.42 0.09
0.26 -1.59 -0.60
0.65 2.21 -0.48
0.88 0.73 0.59
0.47 2.32 -1.58

The molecule's natural (NBO) atomic charges, reported in e, are given here: C -0.54; C 0.15; C 0.08; C -0.66; C -0.69; C -0.27; C 0.66; N -0.52; O -0.73; O -0.50; S 0.32; H 0.23; H 0.24; H 0.23; H 0.22; H 0.23; H 0.27; H 0.22; H 0.21; H 0.19; H 0.19; H 0.49

---

(3)
Density functional theory data (ωB97M-V/def2-TZVPD) for a single C7H11NO2S2 molecule at a distorted geometry.

orbital gap	8.8	eV
SMILES string	O=C(O)CSC(=S)N1CCCC1
charge	0
spin multiplicity	1
energy above the lowest of the compared OMol25 structures with the same formula, charge and spin	0.0000	eV
total energy	-34693.4654	eV

Element x y z (Å)
C1 -3.701 -0.572 -0.129
C2 -3.064 0.791 -0.330
C3 -0.389 0.130 -0.622
C4 1.993 -0.726 -0.729
C5 3.079 -0.692 0.351
C6 2.837 0.739 0.941
C7 1.312 0.767 1.064
H1 -5.149 -1.611 -0.717
H2 -2.927 1.021 -1.382
H3 -3.752 1.574 0.064
H4 1.611 -1.741 -0.910
H5 2.328 -0.308 -1.682
H6 4.043 -0.815 -0.094
H7 2.866 -1.475 1.129
H8 3.358 0.986 1.888
H9 3.130 1.462 0.150
H10 0.923 1.802 1.107
H11 0.986 0.254 1.951
N1 0.880 0.112 -0.204
O1 -4.809 -0.694 -0.871
O2 -3.218 -1.444 0.604
S1 -1.492 1.047 0.444
S2 -0.846 -0.608 -2.022

Atomic forces in eV per Å
2.04 -1.48 1.44
-0.68 0.62 -0.07
0.27 -0.20 -0.39
-0.88 -0.40 -0.27
-1.45 0.68 0.98
0.25 -0.32 -0.33
0.43 0.99 -0.98
0.29 0.86 -0.16
-0.26 -0.26 -0.25
0.47 -0.49 -0.11
0.08 0.32 -0.10
0.03 -0.08 0.08
0.66 -0.19 -0.04
0.39 0.69 -0.73
-0.28 -0.28 -0.58
-0.03 -0.23 0.58
0.16 -0.47 -0.04
-0.35 -0.50 0.32
0.54 0.29 1.80
-0.21 -1.11 0.47
-1.70 1.84 -1.78
0.49 -0.14 0.38
-0.28 -0.14 -0.21

The molecule's natural (NBO) atomic charges, reported in e, are given here: C 0.79; C -0.69; C -0.04; C -0.22; C -0.41; C -0.40; C -0.23; H 0.50; H 0.28; H 0.26; H 0.23; H 0.21; H 0.22; H 0.21; H 0.22; H 0.20; H 0.22; H 0.20; N -0.41; O -0.67; O -0.59; S 0.30; S -0.19

---

(4)
Density functional theory data (ωB97M-V/def2-TZVPD) for a single C7H11NO3 molecule at a distorted geometry.

orbital gap	10.6	eV
SMILES string	O=C1N[C@@]2(CCCCO2)CO1
charge	0
spin multiplicity	1
energy above the lowest of the compared OMol25 structures with the same formula, charge and spin	0.7395	eV
total energy	-15069.9034	eV

Element x y z (Å)
C1 2.085 -1.482 1.178
C2 0.499 0.004 0.487
C3 0.198 -0.483 1.881
C4 -0.382 -0.824 -0.473
C5 -1.698 -0.159 -0.677
C6 -1.401 1.188 -1.323
C7 -0.015 1.797 -0.881
H1 2.569 -0.160 -0.352
H2 -0.827 -0.787 1.999
H3 0.372 0.303 2.640
H4 -0.567 -1.835 0.021
H5 0.218 -1.028 -1.362
H6 -2.190 -0.181 0.295
H7 -2.312 -0.748 -1.417
H8 -1.360 1.043 -2.414
H9 -2.202 1.802 -1.022
H10 -0.012 2.906 -1.008
H11 0.740 1.439 -1.575
N1 1.881 -0.378 0.395
O1 3.013 -2.208 1.088
O2 1.069 -1.612 2.074
O3 0.321 1.403 0.445

Atomic forces in eV per Å
0.07 0.78 -0.28
-0.25 0.06 0.06
0.22 0.49 1.34
0.66 -1.67 0.75
0.12 -0.90 -1.61
1.06 0.00 0.25
-1.15 0.13 -0.66
-1.18 -0.41 0.80
-0.38 -0.36 -0.04
0.32 -0.37 -0.38
0.59 1.10 -0.61
-0.37 0.12 -0.36
-0.36 0.62 -0.15
0.36 0.42 1.01
-0.24 0.29 0.33
-0.86 1.33 -0.17
-0.06 -0.83 0.64
0.35 -0.17 -0.14
0.70 0.25 -0.38
1.08 -1.27 0.35
-0.22 0.44 -0.20
-0.44 -0.06 -0.56

The molecule's natural (NBO) atomic charges, reported in e, are given here: C 0.88; C 0.37; C -0.08; C -0.44; C -0.41; C -0.43; C -0.07; H 0.43; H 0.19; H 0.20; H 0.23; H 0.21; H 0.21; H 0.22; H 0.21; H 0.21; H 0.21; H 0.16; N -0.68; O -0.60; O -0.49; O -0.51

---

(5)
Density functional theory data (ωB97M-V/def2-TZVPD) for a molecular structure, C7H11NO3S at a distorted geometry.

orbital gap	9.6	eV
charge	0
spin multiplicity	1
energy above the lowest of the compared OMol25 structures with the same formula, charge and spin	3.3266	eV
total energy	-25902.8163	eV

Element x y z (Å)
C1 -0.158 0.410 1.738
C2 -1.348 1.324 -0.217
C3 -0.885 -0.992 -0.191
C4 1.156 0.734 0.975
C5 0.014 1.418 -0.988
C6 -1.241 0.145 0.728
C7 0.529 -0.845 -0.640
N1 1.023 0.470 -0.436
O1 1.635 -3.778 -1.514
O2 1.583 -1.788 0.073
O3 0.812 -1.242 -1.906
S1 2.025 -2.423 -1.447
H1 0.022 -0.503 2.397
H2 -0.326 1.183 2.405
H3 -1.372 2.262 0.422
H4 -2.167 1.046 -0.920
H5 -0.997 -1.971 0.210
H6 -1.490 -0.903 -1.167
H7 1.084 1.820 0.920
H8 2.024 0.250 1.433
H9 -0.187 1.027 -1.934
H10 0.408 2.345 -1.150
H11 -2.144 0.012 1.211

Atomic forces in eV per Å
1.86 -3.45 0.06
1.06 1.43 0.71
-0.68 -0.54 -1.50
-1.27 0.94 0.43
-1.30 -3.53 0.85
1.28 0.77 -0.73
2.42 -0.16 1.65
0.08 0.52 -0.32
-0.92 -1.15 -0.16
-1.41 0.26 -2.18
0.54 -2.45 -1.61
-0.11 3.24 1.35
-0.39 0.84 -0.82
-0.87 1.67 1.22
-1.08 -0.83 -1.05
0.26 1.27 0.55
-0.38 -0.85 0.36
0.66 -0.42 1.45
1.42 0.27 0.88
-0.05 0.61 -0.27
-0.19 -0.43 -1.93
1.09 2.57 0.16
-2.02 -0.55 0.90

The molecule's natural (NBO) atomic charges, reported in e, are given here: C -0.42; C -0.42; C -0.49; C -0.23; C -0.24; C -0.24; C 0.72; N -0.47; O -0.86; O -0.74; O -0.72; S 1.72; H 0.20; H 0.21; H 0.21; H 0.22; H 0.25; H 0.23; H 0.19; H 0.23; H 0.20; H 0.21; H 0.22

---

Q: Number 3 is which compound?
A: C7H11NO2S2

---

Q: Which formula does entry 2 have?
A: C7H11NO2S

---

Q: spin multiplicity of number 1 (C7H11NO2S)?
A: 1